No. 1
23
Properties=species:S:1:pos:R:3:mulliken_charge:R:1 method="wB97M-V/def2-TZVPD" e_lumo_ev=0.903 energy_ha=-479.69809 de_lowest_kj_mol=258.47 e_homo_ev=-9.7 smiles="CC(=O)C(C)C.O=C1CN1"
C 1.164 -0.345 -0.407 0.95
C -3.217 -1.040 0.530 -0.46
C 0.142 2.024 -0.075 -1.46
C 2.438 0.343 -0.899 -1.64
C 1.502 -1.617 0.365 -1.48
N -2.605 0.305 0.700 -0.40
C -2.423 -0.331 -0.476 0.63
C 0.284 0.626 0.462 0.58
O -1.995 -0.219 -1.582 -0.54
O -0.038 0.322 1.591 -0.64
H -2.114 0.616 1.526 0.33
H 0.555 -0.603 -1.283 0.28
H -4.298 -1.033 0.497 0.24
H -2.770 -1.880 1.049 0.22
H -0.196 1.980 -1.108 0.34
H 1.093 2.548 -0.029 0.44
H -0.580 2.577 0.523 0.37
H 2.066 -2.306 -0.260 0.44
H 2.217 1.159 -1.582 0.36
H 3.058 -0.377 -1.432 0.43
H 3.011 0.731 -0.058 0.38
H 2.112 -1.378 1.235 0.33
H 0.595 -2.104 0.716 0.29


No. 2
24
Properties=species:S:1:pos:R:3:mulliken_charge:R:1 method="wB97M-V/def2-TZVPD" e_lumo_ev=0.541 energy_ha=-877.74880 de_lowest_kj_mol=555.93 e_homo_ev=-8.4
C 1.850 -0.271 -2.436 0.33
C 1.097 -0.792 -1.658 -0.85
C -1.115 1.172 -0.347 -1.41
C -2.006 -2.337 -0.218 -0.83
C 1.444 1.887 2.239 -0.94
C 0.178 -1.348 -0.675 -0.20
C -0.192 0.355 0.468 -0.47
N -1.051 -1.845 -1.095 -0.16
O 2.497 0.157 0.845 -0.71
O 1.709 2.110 -0.419 -0.67
S 1.442 1.143 0.642 1.28
H 2.525 0.319 -2.979 0.46
H -0.570 1.684 -1.119 0.36
H -1.922 0.572 -0.770 0.40
H -1.561 1.893 0.351 0.37
H -1.592 -2.979 0.482 0.31
H -2.552 -1.562 0.422 0.25
H -2.824 -2.945 -0.953 0.28
H 0.423 1.573 2.578 0.27
H 2.110 1.435 3.004 0.32
H 1.423 3.026 1.997 0.31
H 0.650 -1.899 0.121 0.41
H -0.627 0.154 1.453 0.62
H -1.337 -1.503 -1.934 0.26


No. 3
25
Properties=species:S:1:pos:R:3:lowdin_spin:R:1 method="wB97M-V/def2-TZVPD" e_lumo_ev="0.711 / -0.350" energy_ha=-630.07802 multiplicity=3 de_lowest_kj_mol=0.00 e_homo_ev="-6.2 / -10.3"
C 1.784 -0.104 -0.415 0.03
C -0.434 -0.701 -0.965 0.67
C -1.665 -0.158 -0.062 0.13
C -1.177 1.185 0.375 0.58
C -1.746 -1.091 1.184 0.01
C -2.975 -0.360 -0.914 0.02
C 4.058 0.275 0.310 0.00
N 0.775 -0.966 -0.317 0.13
O 1.596 1.007 -0.875 0.04
O -1.071 2.178 -0.517 0.10
O -0.279 1.135 1.374 0.18
O 2.926 -0.593 0.118 0.01
H -0.306 -0.041 -1.729 0.04
H -2.418 -0.575 1.875 0.00
H -0.721 -1.424 1.622 0.00
H -2.109 -2.082 0.733 0.00
H -3.177 -1.533 -0.998 0.00
H -2.731 0.113 -1.818 0.00
H -3.714 0.195 -0.359 0.00
H 4.509 -0.043 1.344 0.00
H 3.802 1.285 0.281 0.00
H 4.577 0.082 -0.620 0.00
H 0.606 -1.698 0.313 0.01
H -0.374 2.004 -1.155 0.02
H 0.264 1.909 1.215 0.00


No. 4
22
Properties=species:S:1:pos:R:3:mulliken_charge:R:1 method="wB97M-V/def2-TZVPD" e_lumo_ev=-4.648 energy_ha=-670.23341 de_lowest_kj_mol=180.21 e_homo_ev=-12.9 charge=+1 smiles="C=[N+](C)[C@@H](P)[C@H]1C=CC1"
C 0.780 -2.377 1.370 -0.39
C 0.366 -1.933 0.159 -0.88
C 0.996 0.757 -2.198 -0.02
C 0.259 -1.189 2.082 -0.70
C -0.219 -0.610 0.672 -0.19
C -1.305 0.843 -1.736 -0.93
C 0.278 0.720 0.117 -0.45
N 0.076 0.744 -1.345 0.33
P -0.419 2.347 1.028 0.04
H 1.068 -3.324 1.803 0.40
H 0.581 -2.129 -0.824 0.48
H 2.068 0.881 -1.869 0.22
H 0.908 0.890 -3.327 0.29
H -0.610 -1.495 2.579 0.30
H 1.024 -0.660 2.600 0.36
H -1.249 -0.640 0.583 0.57
H -1.878 0.483 -0.943 0.31
H -1.576 0.261 -2.605 0.45
H -1.560 1.934 -1.866 0.36
H 1.507 0.762 0.190 0.27
H -1.509 1.558 1.470 0.09
H 0.414 2.177 2.060 0.09


No. 5
21
Properties=species:S:1:pos:R:3:mulliken_charge:R:1 method="wB97M-V/def2-TZVPD" e_lumo_ev=2.443 energy_ha=-349.50805 de_lowest_kj_mol=561.23 e_homo_ev=-1.4 charge=-1
C 3.376 -0.143 -0.751 -0.68
O 4.487 0.143 -0.012 -0.61
C 2.113 0.500 0.019 -0.81
C 0.928 -0.399 0.157 0.00
C -0.328 0.208 0.643 -0.84
C -4.122 -0.148 -0.144 -0.99
C -2.816 0.502 0.349 -0.53
C -1.594 -0.041 0.088 0.03
H 3.298 0.142 -1.829 0.34
H 3.118 -1.216 -0.841 0.33
H 2.523 0.922 0.952 0.32
H 1.861 1.342 -0.694 0.28
H 0.727 -0.871 -0.817 0.23
H 1.264 -1.273 0.827 0.12
H -0.326 1.077 1.339 0.21
H 3.407 -0.726 1.013 0.32
H -4.650 0.833 -0.303 0.23
H -4.026 -0.719 -1.067 0.32
H -4.648 -0.622 0.679 0.22
H -2.951 1.338 1.021 0.36
H -1.642 -0.848 -0.628 0.17


No. 6
21
Properties=species:S:1:pos:R:3:mulliken_charge:R:1 method="wB97M-V/def2-TZVPD" e_lumo_ev=1.127 energy_ha=-275.06015 de_lowest_kj_mol=147.28 e_homo_ev=-9.1
C -0.864 1.827 0.962 -0.78
C -0.249 2.501 -0.231 0.02
C 0.878 2.111 -0.821 -0.66
C 1.141 -1.644 -0.115 -0.08
C 0.840 -2.061 1.296 -1.15
C 0.272 -1.264 -1.054 -0.14
C -1.221 -1.151 -0.938 -1.06
H -0.349 0.887 1.191 0.05
H -0.810 2.473 1.848 0.35
H -1.925 1.607 0.792 0.27
H -0.772 3.378 -0.614 0.29
H 1.289 2.641 -1.676 0.26
H 1.422 1.236 -0.472 0.20
H 2.196 -1.666 -0.390 0.37
H -0.211 -1.919 1.564 0.25
H 1.083 -3.120 1.447 0.34
H 1.449 -1.491 2.008 0.28
H 0.676 -0.993 -2.030 0.37
H -1.550 -0.160 -1.271 0.24
H -1.580 -1.302 0.084 0.24
H -1.716 -1.891 -1.579 0.34